1.
{
  "formula": "C23H39MnN3O7P2SSi2",
  "method": "ωB97M-V with the def2-TZVPD basis set",
  "s2": 6.48,
  "e_above_lowest_kcal_mol": 0.0,
  "homo_ha": [-0.1931, -0.1867],
  "gap_ev": [7.4, 7.4],
  "spin_multiplicity": 5,
  "total_charge": -1,
  "symbols": ["Mn", "C", "Si", "C", "C", "C", "C", "C", "C", "N", "C", "S", "H", "H", "H", "H", "H", "H", "H", "H", "H", "H", "H", "H", "O", "P", "O", "O", "O", "P", "O", "O", "O", "H", "H", "N", "C", "C", "C", "C", "C", "N", "C", "H", "H", "H", "H", "C", "Si", "C", "C", "C", "C", "C", "C", "C", "C", "H", "H", "H", "H", "H", "H", "H", "H", "H", "H", "H", "H", "H", "H", "H", "H", "H", "H", "H", "H", "H"],
  "coordinates": [[-0.792, 0.576, -0.964], [3.903, -0.692, 3.478], [3.571, 0.993, 2.734], [3.981, 2.313, 4.003], [4.701, 1.234, 1.277], [1.717, 1.074, 2.409], [0.914, 1.225, 3.526], [-0.481, 1.211, 3.453], [-1.031, 0.954, 2.220], [-0.287, 0.758, 1.130], [1.062, 0.902, 1.156], [1.833, 0.878, -0.378], [4.952, -0.803, 3.762], [3.664, -1.471, 2.752], [3.287, -0.864, 4.362], [5.046, 2.285, 4.243], [3.431, 2.185, 4.936], [3.751, 3.306, 3.613], [5.727, 1.218, 1.657], [4.525, 2.180, 0.770], [4.579, 0.444, 0.540], [1.377, 1.368, 4.498], [-1.107, 1.362, 4.320], [-2.103, 0.879, 2.077], [-1.809, 2.034, -4.608], [-1.632, 0.546, -4.064], [-1.475, -0.429, -5.144], [-0.585, 0.574, -2.940], [-3.065, 0.317, -3.284], [-3.563, 1.228, -2.057], [-5.103, 0.831, -1.915], [-3.377, 2.663, -2.427], [-2.895, 0.728, -0.789], [-2.296, 2.563, -3.934], [-5.617, 1.231, -2.626], [-3.277, 6.346, 1.062], [-2.581, 5.729, 0.386], [-1.686, 4.963, -0.449], [-0.970, 5.574, -1.471], [-0.124, 4.799, -2.243], [-0.025, 3.447, -1.955], [-0.716, 2.865, -0.972], [-1.546, 3.597, -0.243], [-1.083, 6.634, -1.658], [0.443, 5.221, -3.059], [0.609, 2.784, -2.530], [-2.122, 3.077, 0.512], [-1.887, -2.480, -2.242], [-0.680, -2.008, -0.880], [-1.447, -2.717, 0.738], [-1.756, -4.215, 0.588], [-0.556, -2.549, 1.972], [-2.789, -2.021, 0.996], [0.999, -2.817, -1.363], [1.441, -2.147, -2.678], [0.815, -4.316, -1.658], [2.139, -2.712, -0.344], [-1.951, -3.568, -2.315], [-1.606, -2.098, -3.221], [-2.887, -2.100, -2.029], [-0.857, -4.827, 0.488], [-2.403, -4.424, -0.264], [-2.282, -4.557, 1.487], [0.337, -3.171, 1.917], [-1.109, -2.860, 2.867], [-0.231, -1.519, 2.130], [-3.490, -2.166, 0.173], [-2.699, -0.947, 1.128], [-3.243, -2.441, 1.901], [0.700, -2.265, -3.469], [2.372, -2.614, -3.023], [1.620, -1.081, -2.560], [0.008, -4.526, -2.359], [0.642, -4.898, -0.750], [1.741, -4.692, -2.108], [2.376, -1.682, -0.087], [3.040, -3.162, -0.777], [1.921, -3.260, 0.574]],
  "lowdin_spin": [4.284, 0.000, 0.001, 0.000, 0.002, 0.000, 0.002, 0.000, 0.003, -0.005, 0.004, 0.024, 0.000, 0.000, 0.000, 0.000, 0.000, 0.000, 0.000, 0.000, 0.001, 0.000, 0.000, 0.000, 0.001, 0.008, 0.002, 0.039, -0.001, 0.007, 0.002, 0.000, 0.050, 0.000, 0.000, 0.000, 0.000, 0.000, 0.001, 0.000, 0.003, 0.020, 0.003, 0.000, 0.000, 0.000, 0.000, -0.043, -0.270, -0.045, -0.014, -0.002, -0.003, -0.042, -0.003, -0.013, -0.001, -0.008, 0.000, 0.000, 0.000, -0.001, -0.003, 0.000, 0.000, -0.001, 0.000, -0.001, 0.000, 0.000, 0.000, -0.001, -0.001, 0.000, -0.003, 0.000, 0.000, 0.000]
}

=====

2.
{
  "formula": "C23H39N2O3P3Pt",
  "method": "ωB97M-V with the def2-TZVPD basis set",
  "s2": 6.03,
  "e_above_lowest_kcal_mol": 108.3,
  "homo_ha": [-0.6884, -0.7087],
  "gap_ev": [5.0, 4.1],
  "spin_multiplicity": 5,
  "total_charge": 4,
  "symbols": ["P", "C", "H", "H", "H", "C", "H", "H", "H", "C", "H", "H", "H", "P", "C", "H", "H", "H", "C", "H", "H", "H", "C", "H", "H", "H", "P", "C", "H", "H", "H", "C", "H", "H", "H", "C", "H", "H", "H", "Pt", "C", "O", "C", "O", "C", "C", "C", "C", "C", "C", "H", "H", "H", "H", "H", "H", "N", "C", "O", "C", "C", "C", "N", "C", "C", "H", "H", "H", "H", "H", "H"],
  "coordinates": [[2.659, -0.406, -0.558], [3.433, -0.679, 1.084], [4.528, -0.706, 0.979], [3.114, -1.631, 1.536], [3.222, 0.128, 1.806], [3.360, -1.924, -1.299], [3.376, -1.915, -2.399], [2.812, -2.827, -0.971], [4.410, -2.043, -0.958], [3.817, 0.925, -1.071], [4.850, 0.523, -1.057], [3.791, 1.776, -0.365], [3.627, 1.326, -2.079], [-0.778, 2.965, -1.042], [-0.826, 4.028, 0.436], [-1.348, 4.966, 0.159], [0.179, 4.313, 0.783], [-1.374, 3.593, 1.284], [0.167, 4.122, -2.076], [0.095, 3.920, -3.155], [1.238, 4.154, -1.804], [-0.237, 5.143, -1.909], [-2.514, 3.181, -1.523], [-2.687, 4.262, -1.703], [-3.204, 2.875, -0.714], [-2.813, 2.640, -2.434], [-1.966, -1.687, -0.552], [-2.831, -1.994, 1.033], [-3.394, -2.936, 0.979], [-3.536, -1.190, 1.294], [-2.136, -2.121, 1.877], [-3.519, -1.651, -1.541], [-4.202, -2.444, -1.171], [-3.361, -1.833, -2.615], [-4.054, -0.689, -1.432], [-1.349, -3.398, -0.745], [-2.212, -4.094, -0.752], [-0.708, -3.684, 0.108], [-0.770, -3.570, -1.666], [-0.077, 0.460, -0.384], [1.060, 1.575, 0.653], [1.638, 2.260, 1.412], [-1.608, 0.862, 0.653], [-2.444, 1.216, 1.394], [-1.319, -0.027, -3.959], [-0.671, -1.259, -3.860], [0.729, -1.305, -3.748], [1.476, -0.140, -3.919], [0.824, 1.102, -4.017], [-0.565, 1.147, -4.129], [-2.414, 0.025, -4.044], [-1.222, -2.201, -4.007], [1.224, -2.284, -3.664], [2.558, -0.185, -4.117], [1.428, 2.012, -4.142], [-1.075, 2.056, -4.484], [-0.538, -2.075, 6.902], [0.551, -1.758, 6.149], [1.687, -1.786, 6.612], [0.351, -1.327, 4.716], [-0.866, -1.152, 4.083], [-0.955, -0.687, 2.792], [0.090, -0.569, 2.019], [1.252, -0.383, 2.680], [1.441, -0.872, 3.970], [-0.365, -2.337, 7.854], [-1.492, -2.063, 6.578], [-1.785, -1.272, 4.612], [-1.936, -0.384, 2.575], [1.782, 0.578, 2.603], [2.383, -0.642, 4.448]],
  "lowdin_spin": [-0.006, 0.038, 0.006, 0.007, 0.010, -0.001, 0.000, 0.000, 0.000, -0.001, 0.000, 0.000, 0.000, 0.300, 0.029, 0.008, 0.000, 0.000, 0.053, 0.000, 0.000, 0.013, 0.045, 0.011, 0.000, 0.000, -0.005, 0.004, 0.000, 0.000, 0.003, 0.000, 0.000, 0.000, 0.000, -0.001, 0.000, 0.000, 0.000, 0.373, 0.057, 0.006, 0.049, 0.002, 0.004, 0.000, 0.000, 0.001, 0.007, 0.009, 0.000, 0.000, 0.000, 0.000, 0.000, 0.000, 0.080, 0.155, 0.818, 0.262, 0.336, 0.164, 0.460, 0.466, 0.175, 0.002, 0.004, 0.015, 0.006, 0.031, 0.006]
}

=====

3.
{
  "formula": "C23H39N2O3P3Re",
  "method": "ωB97M-V with the def2-TZVPD basis set",
  "s2": 3.76,
  "e_above_lowest_kcal_mol": 41.5,
  "homo_ha": [-0.6533, -0.6533],
  "gap_ev": [5.1, 2.6],
  "spin_multiplicity": 4,
  "total_charge": 4,
  "symbols": ["P", "C", "H", "H", "H", "C", "H", "H", "H", "C", "H", "H", "H", "P", "C", "H", "H", "H", "C", "H", "H", "H", "C", "H", "H", "H", "P", "C", "H", "H", "H", "C", "H", "H", "H", "C", "H", "H", "H", "Re", "C", "O", "C", "O", "C", "C", "C", "C", "C", "C", "H", "H", "H", "H", "H", "H", "N", "C", "O", "C", "C", "C", "N", "C", "C", "H", "H", "H", "H", "H", "H"],
  "coordinates": [[-1.810, 0.586, 3.063], [-0.412, 1.521, 3.798], [-0.731, 2.041, 4.712], [-0.077, 2.259, 3.056], [0.426, 0.843, 4.014], [-3.214, 1.188, 4.078], [-3.846, 0.338, 4.371], [-3.804, 1.860, 3.436], [-2.866, 1.740, 4.962], [-1.530, -1.055, 3.863], [-2.241, -1.197, 4.686], [-0.499, -1.122, 4.229], [-1.683, -1.841, 3.114], [1.482, -4.017, -1.472], [3.085, -3.247, -1.117], [3.898, -3.963, -1.318], [3.112, -2.930, -0.064], [3.203, -2.352, -1.746], [1.424, -5.594, -0.557], [0.456, -6.082, -0.746], [1.501, -5.386, 0.519], [2.250, -6.244, -0.883], [1.497, -4.490, -3.232], [2.249, -5.276, -3.402], [1.724, -3.601, -3.838], [0.498, -4.855, -3.514], [-1.593, 2.516, -1.584], [-0.275, 3.730, -1.996], [-0.652, 4.503, -2.681], [0.574, 3.204, -2.456], [0.080, 4.192, -1.064], [-1.967, 1.921, -3.290], [-1.953, 2.756, -4.006], [-2.951, 1.434, -3.305], [-1.208, 1.182, -3.574], [-3.022, 3.650, -1.358], [-3.097, 4.376, -2.179], [-2.897, 4.175, -0.401], [-3.937, 3.044, -1.304], [-1.034, -2.402, -0.872], [0.191, -2.082, 0.704], [0.924, -1.872, 1.580], [0.132, -1.219, -2.032], [0.831, -0.537, -2.658], [-2.387, -2.912, -2.377], [-2.774, -1.719, -1.746], [-2.871, -1.658, -0.346], [-2.612, -2.814, 0.417], [-2.203, -3.998, -0.213], [-2.078, -4.045, -1.608], [-2.264, -2.943, -3.446], [-2.982, -0.835, -2.330], [-3.168, -0.743, 0.142], [-2.693, -2.767, 1.491], [-1.944, -4.864, 0.380], [-1.733, -4.949, -2.091], [4.126, 5.906, 0.840], [3.587, 5.029, 1.752], [3.391, 5.336, 2.921], [3.185, 3.686, 1.205], [3.029, 3.416, -0.163], [2.588, 2.137, -0.557], [2.300, 1.160, 0.313], [2.458, 1.410, 1.622], [2.883, 2.657, 2.111], [4.503, 6.761, 1.229], [4.525, 5.589, -0.026], [3.220, 4.164, -0.933], [2.465, 1.901, -1.619], [2.242, 0.595, 2.314], [2.966, 2.805, 3.187]],
  "lowdin_spin": [0.623, 0.092, 0.016, 0.007, 0.003, 0.092, 0.002, 0.006, 0.017, 0.097, 0.012, 0.006, 0.007, -0.036, -0.004, -0.001, 0.000, 0.000, -0.005, 0.000, 0.000, -0.001, -0.005, -0.001, 0.000, 0.000, 0.635, 0.090, 0.021, -0.001, 0.001, 0.095, 0.022, -0.001, 0.001, 0.097, 0.024, 0.000, 0.000, 0.742, 0.031, 0.028, 0.034, 0.032, 0.043, 0.031, 0.040, 0.044, 0.019, 0.006, 0.003, 0.006, 0.017, 0.005, 0.002, 0.002, 0.000, 0.000, 0.000, 0.001, 0.000, 0.001, 0.004, 0.000, 0.001, 0.000, 0.000, 0.000, 0.000, 0.000, 0.000]
}

=====

Ordered DFT total energy results: -119789.659 -64670.006 -63558.942; unit eV.